{"formula": "C4H7N3O", "method": "ωB97M-V/def2-TZVPD", "elements": ["C", "N", "C", "C", "N", "N", "C", "O", "H", "H", "H", "H", "H", "H", "H"], "xyz": [[0.461, 1.647, 1.235], [0.631, 0.496, 0.386], [-0.305, -0.266, -0.048], [-1.781, -0.152, 0.208], [0.086, -1.366, -0.788], [0.825, -1.092, -1.925], [1.563, -1.323, -0.780], [2.716, -1.600, -0.917], [0.826, 2.540, 0.720], [1.081, 1.511, 2.127], [-0.568, 1.823, 1.558], [-2.175, 0.749, -0.273], [-1.983, -0.101, 1.280], [-2.318, -1.014, -0.199], [0.941, -1.853, -2.585]], "smiles": "C/N=C(\\C)N1NC1=O", "fmax_ev_per_a": 5.4, "total_energy_ev": -10774.58217, "mol_weight_g_mol": 113.120}